[1]
{
  "formula": "C47H39GeN2O3PTi",
  "method": "ωB97M-V/def2-TZVPD",
  "elements": ["Ti", "O", "C", "C", "C", "C", "C", "C", "C", "N", "C", "C", "N", "C", "C", "C", "C", "C", "C", "C", "O", "H", "H", "H", "H", "H", "H", "H", "H", "H", "H", "H", "H", "H", "H", "O", "C", "C", "C", "C", "C", "C", "C", "P", "C", "C", "C", "C", "C", "C", "C", "C", "C", "C", "C", "C", "H", "H", "H", "H", "H", "H", "H", "H", "H", "H", "H", "H", "H", "H", "Ge", "C", "C", "C", "C", "C", "C", "C", "C", "C", "C", "C", "C", "H", "H", "H", "H", "H", "H", "H", "H", "H", "H", "H"],
  "coordinates": [[-0.528, 0.746, -1.452], [0.401, -0.906, -2.211], [0.431, -1.406, -3.428], [0.804, -2.752, -3.608], [0.882, -3.359, -4.833], [0.610, -2.638, -5.993], [0.304, -1.330, -5.850], [0.208, -0.714, -4.600], [-0.083, 0.697, -4.591], [-0.297, 1.501, -3.603], [-0.510, 2.924, -3.948], [-0.946, 3.799, -2.824], [-1.815, 3.153, -1.888], [-3.076, 2.963, -2.136], [-3.897, 2.024, -1.287], [-5.157, 2.480, -0.799], [-5.989, 1.657, -0.065], [-5.539, 0.370, 0.244], [-4.342, -0.109, -0.234], [-3.495, 0.684, -0.994], [-2.363, 0.212, -1.434], [1.000, -3.322, -2.708], [1.102, -4.424, -4.890], [0.587, -3.051, -6.990], [0.095, -0.744, -6.776], [-0.135, 1.123, -5.612], [-1.196, 2.974, -4.806], [0.414, 3.316, -4.362], [-1.438, 4.659, -3.233], [-0.072, 4.111, -2.263], [-3.569, 3.542, -2.885], [-5.495, 3.487, -0.990], [-6.923, 2.058, 0.282], [-6.116, -0.300, 0.854], [-4.030, -1.119, 0.022], [0.161, 2.511, -0.963], [-1.175, 2.626, -0.764], [-1.701, 2.905, 0.606], [-2.394, 4.044, 1.017], [-2.698, 4.258, 2.364], [-2.273, 3.350, 3.322], [-1.585, 2.209, 2.954], [-1.357, 1.944, 1.606], [-0.614, 0.368, 1.108], [-1.766, -0.979, 1.579], [-1.619, -2.278, 1.022], [-2.468, -3.321, 1.391], [-3.489, -3.076, 2.315], [-3.718, -1.822, 2.758], [-2.844, -0.789, 2.435], [0.731, 0.175, 2.295], [1.795, 1.035, 1.972], [2.904, 1.091, 2.796], [2.960, 0.343, 3.963], [1.880, -0.464, 4.267], [0.751, -0.569, 3.436], [-2.708, 4.772, 0.294], [-3.257, 5.143, 2.654], [-2.559, 3.475, 4.340], [-1.255, 1.553, 3.759], [-0.824, -2.450, 0.293], [-2.307, -4.313, 0.971], [-4.159, -3.870, 2.635], [-4.582, -1.614, 3.382], [-3.087, 0.218, 2.829], [1.764, 1.627, 1.051], [3.751, 1.721, 2.505], [3.818, 0.382, 4.600], [1.926, -1.022, 5.178], [-0.087, -1.207, 3.719], [3.184, -2.104, -0.665], [3.091, -3.301, 0.875], [2.823, -4.679, 0.752], [2.603, -5.458, 1.862], [2.681, -4.904, 3.135], [2.959, -3.546, 3.275], [3.061, -2.751, 2.155], [4.159, -0.406, -0.390], [5.189, -0.300, 0.544], [5.820, 0.937, 0.764], [5.471, 2.052, 0.030], [4.481, 1.937, -0.919], [3.829, 0.736, -1.142], [3.784, -2.860, -1.860], [2.760, -5.139, -0.227], [2.362, -6.504, 1.764], [2.488, -5.473, 4.026], [2.975, -3.161, 4.276], [3.360, -1.742, 2.357], [5.480, -1.125, 1.155], [6.595, 0.957, 1.532], [5.942, 3.007, 0.195], [4.184, 2.832, -1.461], [2.978, 0.709, -1.831]],
  "lowdin_charge": [0.904, -0.226, -0.356, -0.028, -0.073, -0.108, -0.066, -0.158, -0.067, 0.004, -0.165, -0.125, -0.038, 0.033, -0.102, -0.050, -0.097, -0.077, -0.020, -0.346, -0.181, 0.094, 0.109, 0.100, 0.126, 0.133, 0.123, 0.126, 0.133, 0.132, 0.133, 0.104, 0.092, 0.098, 0.111, -0.232, -0.519, -0.123, -0.017, -0.064, -0.084, -0.090, -0.261, 1.114, -0.344, -0.070, -0.067, -0.101, -0.110, -0.102, -0.357, -0.082, -0.079, -0.084, -0.100, -0.078, 0.109, 0.105, 0.095, 0.114, 0.108, 0.107, 0.107, 0.111, 0.111, 0.103, 0.104, 0.102, 0.095, 0.116, 1.060, -0.373, -0.133, -0.101, -0.083, -0.088, -0.139, -0.368, -0.125, -0.102, -0.107, -0.098, -0.122, -0.069, 0.093, 0.099, 0.095, 0.091, 0.069, 0.089, 0.105, 0.101, 0.106, 0.094],
  "gap_ev": [6.7, 6.3],
  "total_energy_ev": -147414.4431,
  "spin_multiplicity": 3
}

[2]
{
  "formula": "C47H40BrClLuN3O2PSSi",
  "method": "ωB97M-V/def2-TZVPD",
  "elements": ["Lu", "Br", "C", "C", "C", "C", "C", "C", "N", "N", "C", "C", "C", "C", "O", "C", "N", "C", "C", "C", "C", "H", "H", "H", "H", "H", "H", "H", "H", "H", "Cl", "C", "C", "C", "C", "C", "C", "P", "C", "C", "C", "C", "C", "C", "C", "C", "C", "C", "C", "C", "H", "H", "H", "H", "H", "H", "H", "H", "H", "H", "H", "H", "H", "H", "C", "S", "C", "O", "H", "H", "H", "H", "H", "H", "C", "C", "C", "C", "C", "C", "Si", "C", "C", "C", "C", "C", "C", "H", "H", "H", "H", "H", "H", "H", "H", "H", "H", "H"],
  "coordinates": [[-1.305, -0.329, 0.253], [5.684, 11.139, 1.220], [4.466, 9.691, 1.301], [3.251, 9.858, 1.944], [2.370, 8.793, 2.009], [2.695, 7.569, 1.428], [3.928, 7.423, 0.779], [4.812, 8.479, 0.717], [1.743, 6.547, 1.563], [2.012, 5.478, 0.986], [1.058, 4.474, 1.108], [-0.208, 4.649, 1.641], [-1.133, 3.613, 1.675], [-0.826, 2.349, 1.198], [-1.712, 1.369, 1.169], [0.500, 2.121, 0.707], [0.828, 0.845, 0.325], [2.016, 0.638, -0.204], [2.964, 1.650, -0.396], [2.670, 2.921, 0.016], [1.419, 3.189, 0.612], [3.000, 10.808, 2.395], [1.416, 8.896, 2.510], [4.173, 6.469, 0.338], [5.768, 8.369, 0.223], [-0.468, 5.629, 2.018], [-2.127, 3.777, 2.073], [2.243, -0.381, -0.498], [3.905, 1.409, -0.868], [3.362, 3.740, -0.114], [-2.180, -1.031, 2.817], [-1.160, -1.992, 3.850], [-1.516, -2.202, 5.168], [-0.694, -2.991, 5.960], [0.468, -3.539, 5.439], [0.813, -3.319, 4.114], [-0.010, -2.552, 3.297], [0.283, -2.291, 1.514], [1.998, -2.839, 1.277], [2.989, -1.942, 1.686], [4.326, -2.253, 1.510], [4.681, -3.457, 0.913], [3.700, -4.346, 0.501], [2.357, -4.041, 0.679], [-0.743, -3.623, 0.784], [-0.760, -3.667, -0.614], [-1.579, -4.565, -1.279], [-2.420, -5.398, -0.554], [-2.390, -5.374, 0.834], [-1.549, -4.497, 1.506], [-2.420, -1.764, 5.567], [-0.974, -3.182, 6.987], [1.105, -4.149, 6.065], [1.717, -3.750, 3.704], [2.705, -1.001, 2.146], [5.091, -1.557, 1.827], [5.725, -3.700, 0.769], [3.979, -5.282, 0.037], [1.595, -4.739, 0.356], [-0.100, -3.006, -1.172], [-1.564, -4.617, -2.361], [-3.094, -6.070, -1.067], [-3.015, -6.053, 1.400], [-1.519, -4.500, 2.588], [-5.643, -1.831, 1.102], [-4.682, -1.793, -0.430], [-5.430, -0.287, -1.086], [-3.296, -1.390, 0.035], [-6.700, -1.920, 0.857], [-5.452, -0.917, 1.661], [-5.325, -2.701, 1.674], [-6.486, -0.485, -1.266], [-4.937, -0.046, -2.025], [-5.298, 0.519, -0.366], [2.991, -1.207, -3.993], [2.780, 0.141, -3.740], [1.540, 0.581, -3.296], [0.480, -0.305, -3.097], [0.714, -1.657, -3.366], [1.951, -2.108, -3.805], [-1.204, 0.317, -2.420], [-2.502, -0.526, -3.551], [-3.123, 0.141, -4.608], [-4.090, -0.480, -5.389], [-4.457, -1.794, -5.131], [-3.846, -2.483, -4.093], [-2.885, -1.850, -3.316], [3.949, -1.551, -4.362], [3.580, 0.854, -3.898], [1.391, 1.641, -3.117], [-0.102, -2.367, -3.268], [2.100, -3.161, -4.011], [-1.205, 1.726, -2.937], [-2.851, 1.170, -4.816], [-4.554, 0.063, -6.202], [-5.206, -2.284, -5.740], [-4.120, -3.511, -3.882], [-2.430, -2.396, -2.494]],
  "lowdin_charge": [1.281, 0.753, -0.685, -0.121, -0.016, -0.254, -0.018, -0.121, 0.074, 0.068, -0.209, 0.004, 0.012, -0.344, -0.333, -0.158, -0.010, -0.151, -0.032, 0.030, -0.081, 0.104, 0.114, 0.099, 0.103, 0.111, 0.122, 0.111, 0.115, 0.112, 0.766, -0.614, -0.084, -0.054, -0.054, -0.057, -0.384, 1.018, -0.382, -0.122, -0.065, -0.063, -0.061, -0.070, -0.389, -0.138, -0.074, -0.059, -0.060, -0.067, 0.114, 0.116, 0.115, 0.113, 0.109, 0.112, 0.111, 0.112, 0.105, 0.085, 0.114, 0.112, 0.112, 0.108, -0.231, 0.914, -0.206, -0.752, 0.066, 0.063, 0.056, 0.070, 0.047, 0.072, -0.091, -0.095, -0.147, -0.362, -0.131, -0.087, 0.632, -0.366, -0.113, -0.083, -0.090, -0.097, -0.176, 0.102, 0.105, 0.096, 0.076, 0.102, -0.037, 0.094, 0.105, 0.103, 0.101, 0.049],
  "gap_ev": 7.0,
  "charge": 1,
  "total_energy_ev": -202137.7238,
  "spin_multiplicity": 1
}

What are the energy relative to the best compared isomer or geometry (same formula, charge and spin) values for these records? In order: 7.5 0.0 kcal/mol.